{"formula": "C54H135N9O18", "method": "ωB97M-V/def2-TZVPD", "species": ["C", "O", "C", "C", "N", "C", "C", "O", "C", "H", "H", "H", "H", "H", "H", "H", "H", "H", "H", "H", "H", "H", "H", "H", "C", "O", "C", "C", "N", "C", "C", "O", "C", "H", "H", "H", "H", "H", "H", "H", "H", "H", "H", "H", "H", "H", "H", "H", "C", "O", "C", "C", "N", "C", "C", "O", "C", "H", "H", "H", "H", "H", "H", "H", "H", "H", "H", "H", "H", "H", "H", "H", "C", "O", "C", "C", "N", "C", "C", "O", "C", "H", "H", "H", "H", "H", "H", "H", "H", "H", "H", "H", "H", "H", "H", "H", "C", "O", "C", "C", "N", "C", "C", "O", "C", "H", "H", "H", "H", "H", "H", "H", "H", "H", "H", "H", "H", "H", "H", "H", "C", "O", "C", "C", "N", "C", "C", "O", "C", "H", "H", "H", "H", "H", "H", "H", "H", "H", "H", "H", "H", "H", "H", "H", "C", "O", "C", "C", "N", "C", "C", "O", "C", "H", "H", "H", "H", "H", "H", "H", "H", "H", "H", "H", "H", "H", "H", "H", "C", "O", "C", "C", "N", "C", "C", "O", "C", "H", "H", "H", "H", "H", "H", "H", "H", "H", "H", "H", "H", "H", "H", "H", "C", "O", "C", "C", "N", "C", "C", "O", "C", "H", "H", "H", "H", "H", "H", "H", "H", "H", "H", "H", "H", "H", "H", "H"], "positions_angstrom": [[-3.69361, -3.42490, 8.53460], [-3.41019, -2.30870, 7.71246], [-2.92345, -1.16102, 8.44944], [-2.99230, 0.04836, 7.56614], [-2.07222, -0.12468, 6.45960], [-2.30721, 0.97996, 5.55252], [-1.57972, 0.79034, 4.15828], [-2.28280, -0.21172, 3.44045], [-1.87711, -0.28927, 2.06761], [-4.58454, -3.20818, 9.12399], [-2.83746, -3.74167, 9.13021], [-3.91625, -4.14440, 7.74666], [-1.92602, -1.30273, 8.86558], [-3.51584, -1.02818, 9.35472], [-2.65959, 0.84094, 8.23638], [-4.03246, 0.28388, 7.34096], [-2.20001, -1.03601, 6.04337], [-1.87081, 1.88349, 5.97829], [-3.35376, 1.23015, 5.37865], [-0.54372, 0.50499, 4.34101], [-1.66811, 1.75251, 3.65378], [-1.55587, 0.66387, 1.64758], [-2.59861, -0.74539, 1.38976], [-1.00822, -0.94740, 2.07037], [-5.03837, 6.34408, 1.93708], [-4.18351, 6.58588, 3.09715], [-3.10777, 5.63720, 3.42295], [-1.95403, 5.62355, 2.34389], [-2.27898, 4.77102, 1.14168], [-1.08655, 4.26245, 0.53422], [-0.12566, 5.30489, -0.05634], [0.92528, 4.76555, -0.94129], [1.84088, 5.69672, -1.54079], [-5.78946, 7.11073, 1.74680], [-5.59971, 5.41665, 2.05043], [-4.38764, 6.37596, 1.06322], [-3.46685, 4.66466, 3.75960], [-2.72005, 6.08208, 4.33939], [-1.06124, 5.33292, 2.89758], [-1.90269, 6.69660, 2.15942], [-2.93180, 4.04566, 1.40202], [-1.42282, 3.69342, -0.33252], [-0.63610, 3.49120, 1.15902], [0.19955, 5.81791, 0.84873], [-0.73085, 5.96611, -0.67654], [1.44812, 6.69687, -1.72394], [2.19763, 5.24481, -2.46632], [2.68486, 5.85427, -0.86924], [4.65643, 3.55666, 6.03933], [5.30230, 2.29415, 6.28364], [5.18426, 1.34756, 5.19917], [3.73776, 0.75877, 5.33368], [3.43675, -0.09029, 4.21514], [2.02668, -0.49270, 4.14321], [1.58952, -1.37365, 5.26619], [2.14446, -2.66314, 5.08874], [1.87021, -3.58488, 6.05205], [3.57013, 3.46935, 6.01843], [5.06422, 4.01990, 5.14088], [4.85077, 4.14572, 6.93563], [5.92121, 0.56319, 5.37174], [5.25324, 1.89418, 4.25867], [2.99078, 1.51893, 5.56233], [3.78282, 0.18775, 6.26104], [3.92270, -0.97308, 4.28338], [1.86205, -1.04029, 3.21523], [1.35116, 0.33795, 3.93875], [0.51578, -1.55081, 5.32779], [1.92236, -0.86667, 6.17189], [2.18316, -4.58864, 5.76459], [0.79933, -3.74315, 6.17965], [2.31865, -3.33539, 7.01369], [4.27327, 0.64213, -0.34732], [5.27061, 0.47938, -1.36790], [4.71834, -0.01747, -2.57703], [5.76753, 0.16718, -3.64977], [5.36637, -0.43788, -4.92338], [6.17814, 0.08039, -6.01407], [5.94600, -0.86607, -7.25671], [6.64410, -0.34208, -8.37421], [7.00114, -1.21819, -9.43909], [3.64352, 1.47716, -0.65430], [4.80309, 0.84262, 0.58391], [3.64499, -0.24004, -0.22433], [3.74794, 0.39284, -2.85645], [4.39273, -1.04823, -2.43698], [6.67176, -0.35846, -3.34290], [5.99226, 1.22639, -3.77491], [5.56638, -1.42744, -4.89369], [7.23158, 0.04545, -5.73634], [5.89333, 1.10119, -6.26895], [4.92152, -0.71487, -7.59684], [6.25942, -1.89406, -7.07476], [6.07567, -1.50010, -9.94123], [7.59461, -2.06493, -9.09423], [7.68849, -0.70701, -10.11314], [4.40522, -6.72261, 1.01804], [3.35336, -7.05189, 1.89660], [2.31116, -7.86940, 1.30765], [1.12586, -8.05554, 2.29623], [0.17020, -6.90822, 2.44319], [0.74794, -5.58124, 2.66740], [-0.37017, -4.54547, 3.02081], [-0.97531, -5.07466, 4.16941], [-2.06747, -4.31942, 4.62530], [4.85556, -7.60712, 0.56755], [5.23406, -6.18416, 1.47760], [4.11626, -6.08268, 0.18432], [2.67142, -8.86207, 1.03762], [1.96949, -7.37551, 0.39802], [1.63307, -8.13612, 3.25766], [0.59126, -8.97988, 2.07736], [-0.44012, -7.17800, 3.20136], [1.26951, -5.18183, 1.79762], [1.50841, -5.52301, 3.44612], [-1.10037, -4.43985, 2.21846], [-0.02123, -3.53045, 3.21072], [-2.97259, -4.52912, 4.05532], [-1.85865, -3.25024, 4.66199], [-2.31098, -4.68402, 5.62324], [-4.03783, 8.39837, -3.41159], [-3.96496, 7.00708, -3.53740], [-3.42387, 6.39042, -2.38290], [-3.39072, 4.85259, -2.57091], [-4.26802, 4.23848, -1.54069], [-4.11339, 2.78512, -1.60677], [-4.74610, 2.26777, -0.37420], [-3.90078, 2.49414, 0.80387], [-4.51929, 1.99020, 1.98276], [-4.83686, 8.69440, -2.73187], [-4.30232, 8.82733, -4.37810], [-3.08032, 8.83777, -3.13192], [-3.92192, 6.72231, -1.47191], [-2.39853, 6.67676, -2.14881], [-2.39088, 4.42401, -2.50203], [-3.85063, 4.62411, -3.53236], [-3.96611, 4.46478, -0.60381], [-3.06228, 2.49777, -1.58040], [-4.65290, 2.50434, -2.51132], [-4.78157, 1.17837, -0.38121], [-5.79298, 2.57124, -0.36727], [-5.54592, 2.34938, 2.05435], [-3.83720, 2.24138, 2.79501], [-4.45658, 0.90450, 2.05639], [3.02070, -3.02862, 0.58778], [1.66085, -3.21963, 0.18193], [1.55535, -3.70355, -1.12280], [0.10886, -3.87991, -1.69438], [-0.70609, -2.73934, -1.42376], [-0.47610, -1.61299, -2.33125], [-1.11146, -0.37910, -1.54526], [-0.40060, 0.02879, -0.38828], [0.79137, 0.78490, -0.55711], [2.94718, -2.51300, 1.54529], [3.58212, -2.42718, -0.12719], [3.54585, -3.97490, 0.71770], [1.94421, -4.71733, -1.21840], [2.10754, -3.11470, -1.85522], [-0.38481, -4.74320, -1.24815], [0.08262, -4.08232, -2.76510], [-0.40008, -2.50102, -0.49121], [-0.97488, -1.66648, -3.29896], [0.59796, -1.44485, -2.41010], [-2.12781, -0.65619, -1.26531], [-1.24724, 0.50195, -2.17248], [0.62531, 1.84654, -0.74001], [1.39927, 0.44761, -1.39664], [1.41012, 0.68837, 0.33504], [6.48545, -3.81928, -4.45087], [5.29499, -3.15353, -4.83581], [4.13209, -3.64639, -4.19766], [2.99873, -3.17483, -5.06589], [2.82258, -1.77166, -4.83204], [1.80144, -1.02860, -5.58482], [2.06321, 0.46456, -5.31170], [1.36296, 0.80034, -4.12908], [1.67845, 2.15621, -3.79188], [6.37841, -4.88710, -4.64166], [6.58652, -3.76710, -3.36683], [7.47155, -3.52916, -4.81353], [3.98953, -3.28449, -3.17943], [4.04542, -4.72930, -4.10879], [2.08872, -3.64420, -4.69216], [3.17711, -3.48352, -6.09593], [3.65781, -1.23981, -4.63293], [0.85732, -1.38218, -5.17042], [1.95733, -1.16608, -6.65482], [1.56429, 0.97350, -6.13642], [3.10342, 0.77620, -5.40626], [1.31015, 2.81957, -4.57444], [2.74133, 2.24059, -3.56547], [1.05777, 2.39260, -2.92761], [-7.74071, 2.30839, -2.46771], [-7.84408, 1.48216, -1.29085], [-8.05687, 0.15960, -1.61059], [-6.69992, -0.58285, -1.74698], [-5.93863, -0.38354, -2.96274], [-4.59428, -0.90720, -2.98987], [-3.86922, -0.40426, -4.24581], [-3.53447, 1.00560, -3.99763], [-2.63464, 1.53591, -4.95431], [-8.77158, 2.53307, -2.74144], [-7.16147, 1.83174, -3.25852], [-7.26736, 3.26744, -2.25732], [-8.59556, 0.00108, -2.54482], [-8.64691, -0.31060, -0.82391], [-6.94918, -1.64395, -1.74013], [-6.18005, -0.58559, -0.78895], [-6.02030, 0.57330, -3.27560], [-4.75314, -1.97986, -3.10062], [-4.09891, -0.75466, -2.03100], [-4.47860, -0.58312, -5.13168], [-2.91269, -0.90311, -4.40173], [-2.35771, 2.57979, -4.80695], [-3.06154, 1.34895, -5.93966], [-1.62527, 1.13645, -4.85577]], "lumo_energy_ev": 0.4, "smiles": "COCCNCCOC.COCCNCCOC.COCCNCCOC.COCCNCCOC.COCCNCCOC.COCCNCCOC.COCCNCCOC.COCCNCCOC.COCCNCCOC", "de_lowest_kcal_mol": 132.41, "homo_lumo_gap_ev": 8.490}